No. 1
{
  "formula": "C20H34Cl8O9",
  "method": "ωB97M-V with the def2-TZVPD basis set",
  "elements": ["C", "C", "C", "O", "C", "O", "O", "H", "H", "H", "H", "H", "H", "C", "C", "C", "O", "C", "O", "O", "H", "H", "H", "H", "H", "H", "C", "C", "C", "O", "C", "O", "O", "H", "H", "H", "H", "H", "H", "Cl", "C", "C", "Cl", "H", "H", "H", "H", "Cl", "C", "C", "Cl", "H", "H", "H", "H", "Cl", "C", "C", "Cl", "H", "H", "H", "H", "Cl", "C", "C", "Cl", "H", "H", "H", "H"],
  "coordinates": [[-0.59566, -3.26599, 6.41521], [-0.86188, -2.25584, 5.29813], [-0.18890, -0.90561, 5.59417], [0.55905, -0.60474, 4.40113], [0.51125, -1.67361, 3.62949], [1.16016, -1.71361, 2.53999], [-0.20432, -2.64615, 4.16672], [-1.10622, -3.00124, 7.34113], [0.46283, -3.25642, 6.67524], [-0.89611, -4.25994, 6.08367], [-1.91562, -2.07490, 5.08596], [0.32812, -0.94928, 6.55275], [-0.94072, -0.12014, 5.67098], [-0.20666, -0.93450, -3.89972], [0.33641, -2.36132, -4.21411], [0.55056, -3.29550, -3.01970], [-0.01708, -4.46571, -3.46838], [-0.62740, -4.32963, -4.67866], [-1.25704, -5.16948, -5.26759], [-0.53930, -3.07575, -5.05922], [-1.10418, -0.99252, -3.28395], [-0.53718, -0.45006, -4.81851], [0.53777, -0.29783, -3.42161], [1.27591, -2.24271, -4.75390], [-0.01185, -2.98753, -2.13825], [1.58578, -3.44196, -2.71153], [-2.98866, 2.52831, -4.35877], [-1.99478, 3.00945, -3.25954], [-2.39158, 4.32812, -2.69443], [-3.21381, 4.05962, -1.61700], [-2.91844, 2.84786, -1.16599], [-3.35393, 2.37993, -0.15205], [-2.21050, 2.22261, -2.04986], [-2.60158, 2.67769, -5.36671], [-3.99943, 2.93322, -4.30884], [-3.04296, 1.46290, -4.13505], [-0.94151, 2.99429, -3.53968], [-2.99099, 4.84161, -3.44618], [-1.64033, 5.02554, -2.32387], [-1.67920, -1.40857, 0.32477], [-2.90787, -2.30154, -0.65153], [-4.33300, -2.08193, -0.11039], [-4.67329, -3.18066, 1.23123], [-2.56721, -3.33653, -0.68070], [-2.85350, -1.92179, -1.67180], [-5.04266, -2.32841, -0.90015], [-4.40446, -1.04566, 0.21996], [7.92351, 0.52270, -0.92180], [6.29321, 0.54317, -0.20434], [5.47872, 1.78175, -0.65976], [6.33807, 3.28184, -0.27621], [6.32782, 0.47232, 0.88281], [5.74722, -0.35338, -0.49796], [4.51487, 1.80350, -0.15122], [5.31257, 1.91040, -1.72931], [2.63079, 2.60040, 2.39094], [0.98954, 3.12921, 2.80798], [0.63206, 2.72078, 4.21722], [1.08500, 3.91053, 5.48979], [0.35186, 2.64181, 2.07046], [0.92547, 4.21338, 2.71542], [1.15725, 1.80524, 4.48933], [-0.43282, 2.50746, 4.31002], [1.81078, 2.49534, -0.80653], [0.87469, 1.03303, -0.37617], [1.71983, -0.21936, -0.14430], [2.58471, -0.82133, -1.61337], [0.24301, 0.90602, -1.25533], [0.28267, 1.27813, 0.50561], [1.13660, -1.09641, 0.13629], [2.52455, -0.00061, 0.55759]],
  "forces_ev_per_a": [[-0.2678, 0.1929, -0.2260], [-0.1455, 0.9707, 2.3954], [-1.5431, 0.8029, 0.2787], [-0.0891, 0.1173, 1.4430], [3.4916, -0.1006, -4.8246], [-2.8573, -0.2582, 4.0553], [0.7351, -1.3947, -2.5935], [-0.3240, 0.0008, -0.1438], [0.1128, -0.1475, -0.2895], [0.0226, 0.0023, 0.1934], [-0.1225, -0.4488, -0.0154], [0.8846, 0.2216, -0.4984], [0.0584, 0.0553, 0.1621], [-0.3057, -0.9165, -0.4065], [0.9524, 2.0900, 0.4797], [-0.1554, 1.3042, 0.4837], [-0.5702, -2.7029, -0.8818], [-1.2498, -1.3783, 0.3560], [1.0257, 0.5606, 0.8378], [-0.1733, 1.1769, -0.7304], [0.0618, -0.0831, 0.2990], [0.2239, -0.0626, -0.1835], [0.0190, -0.2741, 0.0143], [0.0885, 0.0053, -0.1012], [0.0096, 0.3241, 0.1438], [-0.0146, 0.0245, -0.2900], [1.0993, -0.7172, 0.7504], [-1.0148, 0.0343, 0.2499], [-0.1285, 2.6484, -1.3554], [-1.0585, 0.5867, 1.0730], [-1.9733, -0.1007, 1.4851], [0.4456, 0.0678, -0.0960], [2.2133, -2.2632, -1.6917], [0.0771, 0.0121, 0.1091], [0.1847, 0.2319, 0.3614], [-0.2345, -0.1996, -0.5683], [-0.1658, -0.4558, -0.0110], [0.0890, 0.3672, 0.0798], [0.5724, -0.3020, -0.3581], [-0.2405, -0.2028, -0.1699], [-0.1187, 0.2376, -0.0268], [1.1248, -0.2741, -0.5593], [-0.0907, -0.0379, 0.3988], [-0.3527, 0.0163, 0.2039], [0.0378, 0.2078, 0.0883], [-0.0134, 0.2282, 0.0898], [-0.3079, -0.1500, -0.0326], [-0.2315, -0.1904, 0.2015], [-1.0705, 0.4569, -0.4743], [0.4326, -0.3340, 0.1690], [0.1427, 0.5134, 0.4899], [0.4330, 0.4321, -0.0525], [0.1521, -0.0126, -0.3940], [0.0802, -0.0555, 0.0172], [0.0103, -0.8339, 0.0491], [0.4834, 0.1190, 0.2207], [-0.0593, 0.2124, 0.1342], [0.0101, -0.7087, 0.4418], [-0.1084, -0.0750, -0.4214], [-0.1986, 0.1788, 0.2520], [0.0516, -0.1249, -0.2354], [-0.0616, 0.1008, -0.1379], [-0.0242, 0.3366, 0.0015], [0.1697, 0.0077, -0.0931], [0.0488, -0.5756, -0.7943], [0.3916, 0.3241, -0.0777], [0.0364, 0.3819, -0.1875], [-0.3199, -0.2066, 0.3914], [0.0366, -0.2398, -0.1099], [-0.0956, 0.5114, 0.4290], [-0.3222, -0.2351, 0.2030]],
  "homo_lumo_gap_ev": 10.7,
  "homo_ev": -10.41,
  "charge": 0,
  "smiles": "C[C@H]1COC(=O)O1.C[C@H]1COC(=O)O1.C[C@H]1COC(=O)O1.ClCCCl.ClCCCl.ClCCCl.ClCCCl"
}

---

No. 2
{
  "formula": "C19H45FeI2NOP3",
  "method": "ωB97M-V with the def2-TZVPD basis set",
  "elements": ["I", "I", "Fe", "P", "C", "C", "H", "H", "H", "H", "H", "H", "C", "H", "H", "H", "P", "C", "C", "H", "H", "H", "C", "H", "H", "H", "H", "H", "H", "C", "O", "C", "C", "C", "C", "P", "N", "C", "C", "C", "C", "C", "C", "C", "C", "H", "H", "H", "H", "H", "H", "H", "H", "H", "H", "H", "H", "H", "H", "H", "H", "H", "H", "H", "H", "H", "H", "H", "H", "H", "H", "H"],
  "coordinates": [[-6.37866, -2.74529, -2.36809], [-4.34438, -4.69312, -2.23903], [-1.39779, -0.79711, -0.55004], [-1.20785, -1.15139, -2.73126], [0.07458, -2.33762, -3.28042], [-2.48137, -1.42211, -4.00065], [-2.01360, -1.26374, -4.97999], [-0.22470, 0.46612, -4.24446], [-3.29670, -0.70948, -3.85768], [-1.28304, 1.24915, -3.02807], [-0.32949, -3.35264, -3.22332], [-2.89130, -2.43359, -3.93278], [-0.52970, 0.47556, -3.19553], [0.35415, -2.11055, -4.31475], [0.31991, 0.69889, -2.55154], [0.96147, -2.29188, -2.64250], [-2.96697, -1.29803, 1.24020], [-2.52850, -2.52814, 2.53704], [-2.97050, 0.25935, 2.19261], [-5.23247, -0.85912, 0.47914], [-5.18424, -1.50255, 2.15313], [-4.98727, -2.59349, 0.73861], [-4.77173, -1.59938, 1.13924], [-3.34685, 1.06171, 1.55439], [-3.59905, 0.17017, 3.08610], [-3.15810, -2.35209, 3.41912], [-1.47613, -2.48567, 2.83764], [-1.95136, 0.50408, 2.49520], [-2.71859, -3.53195, 2.14592], [-1.13387, -2.62432, -0.36639], [-0.54878, -3.61510, -0.12048], [0.43630, -0.56032, 2.71191], [1.65587, -0.21734, 1.85156], [2.68557, 0.45512, 2.78721], [2.22854, -1.56979, 1.35395], [1.25383, 0.83576, 0.39416], [-0.00746, 0.03932, -0.22993], [0.66713, 2.55715, 0.79261], [1.89827, 3.40361, 1.20656], [-0.03735, 3.21734, -0.42025], [-0.34339, 2.61627, 1.95413], [2.59574, 0.87561, -0.87886], [3.94848, 1.03420, -0.13284], [2.68276, -0.42234, -1.71971], [2.52179, 2.04290, -1.91212], [0.72894, -1.33807, 3.45133], [-0.37923, -0.98420, 2.10031], [0.04054, 0.29649, 3.28319], [2.93690, -0.27857, 3.58089], [3.60245, 0.71898, 2.24933], [2.25270, 1.35627, 3.25084], [1.52175, -2.11044, 0.69550], [3.19769, -1.46721, 0.84576], [2.40144, -2.19998, 2.24723], [2.60834, 3.50768, 0.37312], [1.53169, 4.41104, 1.49184], [2.39772, 2.93778, 2.07368], [-0.94374, 2.66256, -0.73215], [-0.34665, 4.23379, -0.10431], [0.61604, 3.34532, -1.29577], [-1.31532, 2.17578, 1.67809], [-0.54232, 3.68726, 2.15030], [0.04655, 2.18650, 2.89425], [4.17135, 0.12933, 0.45382], [4.76364, 1.16670, -0.87482], [3.92629, 1.92598, 0.51435], [1.95271, -0.45243, -2.53983], [3.66590, -0.44082, -2.23040], [2.60187, -1.34363, -1.12371], [1.61861, 2.00798, -2.54561], [2.61233, 3.03234, -1.43949], [3.38862, 1.93943, -2.59748]],
  "forces_ev_per_a": [[1.1216, -1.0221, 0.0325], [-1.0233, 1.0877, 0.0174], [-4.1336, 1.7648, 0.6189], [0.5896, 0.1243, -3.4609], [0.0109, -0.0848, 0.4996], [-0.2830, 0.0313, 0.2545], [-0.1433, -0.0635, 0.1794], [-0.0764, 0.0833, 0.0170], [0.0311, -0.0560, -0.1173], [0.0029, -0.0200, -0.1401], [0.0188, 0.0907, -0.1039], [0.0839, 0.1190, -0.0437], [0.0363, 0.0616, -0.0627], [-0.1012, -0.0284, 0.1708], [-0.2867, -0.1096, -0.2408], [-0.1628, -0.0185, -0.1368], [-1.3500, 0.3671, 1.9453], [0.3498, -0.1903, -0.3168], [0.1721, 0.0848, 0.0223], [-0.0045, -0.0978, 0.1236], [0.1403, -0.0502, -0.2821], [0.0237, 0.1063, 0.0715], [0.0875, -0.0198, -0.4885], [-0.0564, 0.0260, 0.1223], [0.0475, -0.0261, -0.2106], [0.0898, -0.0161, -0.2970], [-0.2955, 0.0283, -0.0743], [-0.2839, -0.0482, 0.0120], [-0.0651, 0.0548, 0.1208], [4.6680, -8.1497, 1.8556], [-3.1063, 4.2575, -1.2315], [-0.5909, -0.1313, 0.1373], [0.9994, -0.2129, 0.7510], [0.0538, -0.2151, 0.1627], [0.0798, -0.2484, 0.0902], [-0.9958, 0.0847, -0.3815], [2.1538, 1.0215, 0.3883], [0.2688, 0.6022, 0.1556], [-0.1686, 0.0866, 0.0145], [0.0013, 0.0739, -0.2330], [-0.0855, 0.0885, 0.1831], [1.2381, 0.1946, -0.5718], [0.2004, 0.0728, -0.1427], [0.0802, -0.3095, -0.1665], [0.0710, 0.0282, -0.0831], [-0.0622, 0.4943, -0.4551], [0.4841, 0.2468, 0.2774], [0.2354, -0.4504, -0.2865], [-0.0806, 0.5239, -0.3412], [-0.2565, -0.0289, 0.4840], [0.2787, -0.4324, -0.0138], [0.3701, 0.2986, 0.3051], [-0.4298, -0.1163, 0.2019], [-0.0824, 0.2769, -0.4139], [-0.2245, 0.1307, 0.5473], [0.3305, -0.5286, -0.1256], [-0.0898, 0.5148, -0.4281], [0.4144, 0.2323, 0.2017], [0.0811, -0.5383, -0.1249], [-0.4047, -0.0661, 0.4564], [0.5589, 0.0771, 0.1750], [0.1299, -0.4706, -0.0748], [-0.2808, 0.2286, -0.4819], [0.1129, 0.5695, -0.2452], [-0.5195, -0.0687, 0.3900], [0.2847, -0.4866, -0.1985], [0.1128, 0.0727, 0.4438], [-0.3699, 0.0805, 0.4102], [0.0015, 0.3697, -0.3351], [0.4841, 0.1556, 0.3780], [-0.0655, -0.4365, -0.3471], [-0.4205, -0.0710, 0.4406]],
  "s_squared": 8.79,
  "homo_lumo_gap_ev": [7.3, 6.3],
  "homo_ev": [-14.29, -14.29],
  "charge": 2,
  "multiplicity": 6
}

---

Q: Which relative energy (zero: lowest compared OMol25 entry of this formula, charge and spin) values were calculated for the entries above? A: 0.0; 30.1, in kcal per mole.
Q: Which DFT total energy values were calculated for the entries above? A: -5141.194865; -3763.505378, in a.u..